{"formula": "C35H65Cl7KLiN3NaO17P2Si2", "method": "ωB97M-V/def2-TZVPD", "gap_ev": 0.9, "symbols": ["C", "C", "O", "C", "C", "C", "C", "C", "C", "C", "C", "C", "C", "C", "O", "O", "C", "C", "C", "C", "C", "P", "O", "O", "C", "C", "C", "C", "C", "O", "C", "O", "C", "O", "N", "P", "O", "O", "O", "C", "O", "H", "H", "H", "H", "H", "H", "H", "H", "H", "H", "H", "H", "H", "H", "H", "H", "H", "H", "H", "H", "H", "H", "H", "H", "H", "H", "H", "H", "H", "H", "H", "H", "H", "H", "H", "H", "H", "H", "H", "Cl", "Li", "N", "O", "O", "O", "Cl", "C", "C", "Cl", "H", "H", "H", "H", "O", "H", "H", "K", "Na", "O", "H", "H", "C", "Si", "C", "C", "N", "Si", "C", "C", "C", "H", "H", "H", "H", "H", "H", "H", "H", "H", "H", "H", "H", "H", "H", "H", "H", "H", "H", "C", "Cl", "Cl", "Cl", "Cl"], "xyz": [[-6.7494, 5.6435, 1.0743], [-6.2526, 4.6076, 2.0693], [-6.2981, 3.2869, 1.5788], [-5.2178, 2.9588, 0.7231], [-4.3949, 1.8040, 1.2911], [-4.0954, 0.7617, 0.2262], [-3.1451, -0.3613, 0.6892], [-1.7082, -0.2426, 0.1377], [-1.2720, 1.1908, 0.0268], [-1.3572, 1.8503, -1.1977], [-1.8698, 1.1899, -2.4444], [-0.7652, 1.1016, -3.4636], [0.4938, 0.3492, -3.0159], [1.5162, 1.2679, -2.4110], [2.2403, 0.9423, -1.5269], [1.5410, 2.4983, -2.9763], [2.7589, 3.2186, -2.7974], [2.5971, 4.6409, -3.3387], [-0.9808, 3.1948, -1.2629], [-0.4988, 3.8723, -0.1593], [-0.4056, 3.2423, 1.0872], [0.1352, 4.2448, 2.4785], [-0.7945, 3.8321, 3.7586], [1.8063, 3.9876, 2.7986], [-0.8051, 1.8763, 1.1826], [-0.7861, 1.1707, 2.5205], [0.5949, 1.0535, 3.1812], [0.4318, 0.2687, 4.4930], [1.5309, 0.5918, 5.4739], [1.0339, 1.7190, 6.2937], [1.9459, 2.6050, 6.5379], [1.7020, 3.7919, 6.6259], [-0.1837, 5.2715, -0.6529], [0.4375, 6.1731, -0.1628], [-0.7148, 5.3953, -1.9555], [-2.0316, 6.5649, -2.0096], [-2.4164, 6.7205, -0.6146], [-1.5046, 7.8975, -2.6556], [-3.1319, 6.0083, -2.9376], [-1.0206, 4.1180, -2.4232], [-1.2874, 3.9113, -3.5864], [-7.4756, 5.2217, 0.3905], [-5.9555, 6.0853, 0.4836], [-7.2301, 6.4651, 1.5972], [-5.2488, 4.8770, 2.4075], [-6.8810, 4.6527, 2.9533], [-4.5879, 3.8395, 0.6052], [-5.6190, 2.7006, -0.2555], [-3.4602, 2.1663, 1.7181], [-4.9788, 1.3515, 2.0833], [-5.0430, 0.2980, -0.0321], [-3.7437, 1.2350, -0.6881], [-3.5588, -1.2980, 0.3372], [-3.1615, -0.4326, 1.7635], [-1.0396, -0.7510, 0.8212], [-1.6155, -0.7769, -0.7958], [-2.7240, 1.7378, -2.8107], [-2.2355, 0.1963, -2.2577], [-0.4518, 2.0723, -3.7918], [-1.1954, 0.5871, -4.3373], [0.9811, -0.0527, -3.9029], [0.3043, -0.4782, -2.3487], [3.0395, 3.2769, -1.7548], [3.5799, 2.7407, -3.3172], [1.5847, 4.8177, -3.6829], [3.3260, 4.8549, -4.1070], [2.7957, 5.3554, -2.5487], [-0.6991, 4.4842, 4.4566], [2.1592, 3.2497, 2.2849], [-1.2189, 0.1854, 2.5094], [-1.4128, 1.7591, 3.1827], [1.2727, 0.4945, 2.5355], [1.0196, 1.9945, 3.4767], [-0.4790, 0.6433, 4.9416], [0.3147, -0.7883, 4.3014], [2.4726, 0.8410, 4.9989], [1.6612, -0.2505, 6.1410], [2.9705, 2.2547, 6.6742], [-1.2107, 8.4855, -1.9492], [-3.1638, 6.5160, -3.7619], [-5.6177, 6.8064, -2.3334], [0.0334, 5.7790, 5.8413], [-1.9369, -2.2275, 4.6106], [-1.3520, -2.0077, 5.6875], [-2.2376, -1.2313, 3.8851], [-2.1593, -3.3635, 4.2110], [0.8552, -3.9390, 3.5342], [0.2790, -5.5110, 4.1251], [0.5074, -6.5799, 3.0893], [-0.5364, -6.3645, 1.6590], [-0.7695, -5.4026, 4.3917], [0.8429, -5.7464, 5.0263], [0.2763, -7.5600, 3.5031], [1.5403, -6.5858, 2.7492], [-4.3522, 0.2411, -3.7046], [-4.9065, 1.0307, -3.7046], [-4.3431, -0.0384, -4.6287], [2.5676, 5.3736, 1.7349], [-0.3746, 2.5344, -5.5453], [-2.8248, -2.1679, -4.8712], [-3.1252, -1.5874, -4.1634], [-3.2062, -3.0242, -4.6506], [3.7509, -5.8925, 0.8298], [3.5824, -7.2804, -0.4452], [2.5989, -6.5496, -1.8926], [2.5204, -8.6243, 0.3663], [5.1181, -7.8125, -0.8800], [5.4752, -9.0298, -1.9861], [4.8714, -8.6565, -3.7449], [4.7937, -10.7272, -1.4903], [7.3515, -9.2270, -2.1039], [2.7665, -5.5137, 1.1296], [4.2656, -6.2524, 1.7241], [4.3199, -5.0589, 0.4125], [1.7058, -6.0296, -1.5238], [2.2608, -7.3228, -2.5853], [3.2068, -5.8285, -2.4426], [3.0817, -9.1321, 1.1532], [2.1838, -9.3683, -0.3580], [1.6260, -8.1816, 0.8182], [3.7850, -8.7319, -3.8260], [5.3014, -9.3692, -4.4591], [5.1743, -7.6525, -4.0476], [5.0493, -10.9526, -0.4537], [5.2227, -11.5138, -2.1230], [3.7085, -10.7778, -1.6005], [7.7714, -9.4951, -1.1324], [7.8155, -8.2976, -2.4410], [7.6164, -10.0164, -2.8170], [2.0355, 9.7066, -2.9097], [1.4899, 8.0561, -2.5866], [3.7984, 9.7316, -3.0456], [1.3174, 10.2777, -4.4113], [1.5309, 10.7499, -1.5778]], "forces_ev_per_angstrom": [[0.22, 0.24, 0.02], [-0.46, 0.56, 0.03], [0.24, -0.19, 0.17], [0.00, 0.24, 0.33], [-0.01, 0.10, -0.48], [-0.13, -0.55, 0.32], [-0.44, 0.29, -0.77], [-0.02, 0.08, 0.82], [0.38, 0.01, 0.25], [-0.19, 0.29, -0.04], [0.40, 0.28, 0.53], [-0.01, -1.21, -1.02], [-0.26, 0.68, -0.54], [-0.59, -0.59, 0.39], [0.81, 0.06, 0.60], [0.22, 0.00, -0.70], [0.42, 1.13, -0.07], [0.08, -0.21, 0.45], [0.19, -0.53, 0.15], [0.14, 0.61, -0.31], [0.32, -1.34, 0.46], [-0.94, 2.61, 0.00], [0.52, -1.13, -0.16], [-4.02, -6.72, 3.87], [-0.02, -0.01, -0.24], [0.49, 0.80, -0.15], [-0.51, -1.10, 0.21], [0.08, 0.95, -0.54], [-0.81, -1.25, 0.49], [0.40, -0.09, -0.77], [0.00, 0.68, 0.14], [-0.49, 0.98, -0.03], [-0.35, -0.08, 0.30], [0.71, -0.24, 0.78], [-0.23, -0.15, -0.55], [-1.41, 0.90, 1.49], [0.45, -0.25, 0.57], [0.24, -0.21, -0.64], [2.02, -0.49, -0.84], [-0.28, 0.17, 0.02], [0.07, -0.20, -0.47], [-0.14, -0.15, -0.09], [0.12, -0.07, -0.33], [-0.11, 0.14, 0.15], [0.30, -0.15, 0.01], [-0.19, -0.36, 0.17], [0.10, 0.15, -0.29], [-0.07, -0.05, -0.18], [0.08, 0.11, 0.24], [0.01, -0.17, 0.26], [-0.22, 0.00, -0.18], [0.03, 0.12, -0.13], [0.10, -0.34, -0.02], [0.21, -0.01, 0.51], [0.17, -0.25, 0.11], [0.01, 0.05, -0.26], [-0.08, 0.29, -0.26], [-0.13, -0.20, 0.16], [-0.07, 0.08, 0.99], [0.02, -0.18, 0.04], [0.13, -0.26, -0.09], [-0.04, -0.14, 0.22], [-0.16, -0.36, 0.34], [-0.02, -0.52, -0.07], [-0.13, 0.09, -0.22], [-0.04, 0.02, -0.41], [-0.11, 0.23, 0.14], [-0.34, -0.25, -0.39], [-0.06, -1.12, 0.57], [-0.23, -0.27, -0.12], [-0.25, -0.09, 0.18], [0.25, 0.22, -0.21], [0.19, 0.50, -0.20], [-0.39, -0.51, 0.25], [-0.02, -0.23, 0.23], [0.21, 0.24, 0.00], [0.18, -0.08, 0.25], [0.19, -0.24, -0.06], [-0.05, 0.21, 0.01], [-0.84, -0.06, -0.08], [-0.55, 0.24, -0.05], [0.61, -0.29, 0.73], [0.55, 0.59, -0.32], [-0.02, -0.15, 0.31], [-0.16, 0.16, -0.21], [-0.35, -0.37, 0.10], [0.20, 0.30, -0.03], [-0.15, -0.17, 0.10], [0.08, -0.16, 0.06], [0.00, 0.02, -0.03], [-0.02, 0.16, -0.11], [0.08, 0.01, -0.04], [-0.06, 0.02, 0.03], [-0.01, 0.02, -0.08], [0.06, 0.02, -0.43], [-0.11, -0.06, 0.16], [-0.20, -0.04, 0.00], [4.08, 7.44, -5.24], [-0.18, 0.58, -0.43], [-0.03, 0.27, 0.05], [-0.01, -0.14, 0.16], [0.06, -0.05, -0.05], [-0.41, 0.00, 0.01], [1.12, -0.16, -0.02], [-0.41, 0.11, 0.19], [-0.32, 0.27, 0.05], [-0.54, -0.23, -0.30], [0.15, 0.72, 0.72], [0.09, -0.36, -0.18], [0.11, -0.19, -0.36], [-0.07, -0.27, -0.27], [0.04, 0.09, 0.03], [0.06, 0.01, -0.03], [0.06, -0.01, 0.01], [-0.01, 0.00, -0.03], [0.07, -0.01, -0.05], [0.06, -0.04, -0.02], [0.06, -0.02, -0.05], [0.05, -0.05, 0.00], [-0.05, -0.06, -0.01], [-0.03, 0.06, 0.03], [-0.02, 0.03, -0.02], [-0.02, 0.04, 0.04], [-0.02, 0.04, 0.03], [-0.03, -0.02, 0.04], [-0.03, 0.03, 0.06], [0.00, 0.05, 0.03], [0.00, 0.03, 0.05], [0.08, 0.02, 0.02], [0.06, 0.05, -0.08], [0.26, -0.02, 0.03], [-0.01, -0.01, 0.01], [-0.01, 0.00, -0.01], [-0.01, 0.01, 0.03]]}